132
Properties=species:S:1:pos:R:3:forces:R:3:mulliken_charge:R:1 method="wB97M-V/def2-TZVPD" lumo_energy_ev="-0.10 / -0.10" energy_ha=-3946.6588 homo_ha="-0.3166 / -0.3306" gap_ev="8.520 / 8.901" multiplicity=2
H -1.94818 2.40776 2.30263 -0.008 0.010 0.004 0.3672
C -11.47291 -6.41788 -0.81733 -0.076 0.029 -0.013 0.3462
H 4.01880 2.58226 -1.17312 0.053 -0.154 0.036 0.5446
H -11.55313 -11.75043 -2.91453 -0.013 0.002 0.006 0.3814
H -1.44325 1.99278 -2.59923 -0.018 0.004 0.002 0.4197
H 0.54578 2.46206 -1.17053 0.004 -0.001 -0.006 0.3485
O 4.75929 3.68219 2.08944 0.213 -0.084 0.091 -0.5371
H -12.56442 -4.58313 -0.84789 0.020 -0.005 0.006 0.4861
H 11.08700 1.78679 -1.00970 -0.046 -0.017 0.096 0.7823
C 13.35132 6.10774 1.46366 -0.596 -0.291 -0.186 0.5741
C 8.33726 -0.87204 2.59248 0.033 -0.109 -0.209 -1.8175
C -6.86992 0.45713 -1.19381 0.055 0.021 0.041 -0.5537
H 1.27952 6.57280 3.56643 0.004 0.005 0.009 0.3766
H 11.86706 -1.20777 -0.12020 0.067 0.097 -0.012 0.4369
C -12.50985 -8.34015 -1.75689 0.022 0.084 0.027 -0.0154
C -7.87295 0.94051 -3.32752 -0.005 0.004 0.005 -0.6423
F -3.84383 1.70228 -1.70251 0.043 0.010 0.031 -0.2190
H -11.71476 -0.04917 2.36841 -0.010 -0.005 0.020 0.4278
H 6.61193 0.94530 -1.05603 0.113 0.137 0.088 0.3584
F -13.80924 -1.33597 3.15414 -0.002 0.005 0.000 -0.3308
H -9.71212 -1.34686 -1.61008 0.008 0.003 0.019 0.5300
H 9.60388 3.27664 1.76359 0.086 -0.105 -0.115 0.4087
C 9.16877 1.96839 0.05036 0.030 0.193 -0.166 4.2281
H 10.27003 1.59174 3.62150 -0.096 0.092 -0.096 0.2384
H -6.09168 0.59685 -0.45647 0.007 -0.023 -0.006 0.4414
H -14.51606 -5.62430 -1.99699 -0.005 0.005 0.007 0.3579
H 8.84148 0.83275 4.27867 0.120 0.029 -0.097 0.5085
C -8.90234 0.05070 -3.05102 0.035 0.020 0.009 -0.3938
H -14.46891 -8.03331 -2.56754 0.002 -0.006 0.000 0.4048
H 8.57608 3.22283 -1.62380 0.075 -0.153 -0.045 0.1914
H -3.93033 1.95644 0.86725 -0.002 -0.006 -0.014 0.4279
C 10.46163 1.21549 -0.31697 -0.199 -0.254 0.034 -3.1569
C -13.64941 -6.22384 -1.75183 0.019 -0.036 -0.005 -0.3710
C -8.92504 -0.64450 -1.85019 -0.041 -0.021 -0.018 -0.3870
H -15.39362 -12.44804 -4.63874 0.007 0.016 0.006 0.4118
H 11.29853 3.70420 -0.31098 -0.107 0.005 -0.066 0.2143
C -6.85878 1.14220 -2.40017 -0.119 -0.038 -0.070 -0.2734
H 13.12636 -0.54219 0.94905 -0.149 -0.099 -0.059 0.3848
H 8.83377 1.54830 -2.06258 -0.092 0.022 0.022 0.3554
H -13.49932 -3.88535 2.91204 -0.006 0.015 0.001 0.4382
C -11.67511 -13.42906 -4.26948 -0.033 -0.014 -0.018 -0.3055
H 6.55472 2.09335 -2.36401 0.036 -0.092 0.110 0.6649
H -11.44292 -4.97414 2.01995 0.004 -0.009 0.010 0.4354
C 10.92509 5.32835 1.03526 0.147 -0.472 -0.108 -1.1450
H -10.53726 -8.33617 -0.86876 0.002 0.014 0.012 0.4130
C -10.41506 -3.11842 1.70587 0.035 -0.012 -0.033 -0.6843
H 0.29077 2.66080 1.27146 0.004 -0.017 0.005 0.4182
C 0.78261 7.86963 0.48335 0.000 -0.009 0.036 -0.5049
C -0.43122 2.34593 -0.71967 -0.018 0.002 0.031 -0.1518
C -11.41831 -7.76243 -1.12299 0.033 -0.031 0.002 -0.7135
C -14.35525 -12.73664 -4.55017 -0.046 -0.003 -0.014 -0.5901
C 6.06165 2.96585 -0.47974 -0.343 0.100 -0.082 0.0438
C 12.35807 -0.29117 0.21560 0.013 0.131 0.118 -1.9021
H 12.85046 0.19241 -0.63280 -0.061 -0.068 0.027 0.3857
C 10.43389 4.26646 0.03617 -0.145 0.359 0.203 -0.6851
C -13.83594 -13.81934 -5.24540 0.037 0.005 0.011 -0.2858
C 0.00629 8.23487 3.12841 0.000 -0.010 0.047 -0.4133
H 6.01350 3.93355 -0.99015 0.114 -0.032 0.116 0.3709
H 4.62625 1.40085 0.01601 -0.082 0.138 0.037 0.3427
F 11.77439 7.45442 0.39164 -0.064 -0.032 0.018 -0.3365
C 12.11423 6.14379 0.53017 -0.137 0.153 0.010 0.9859
C 4.62719 2.45621 -0.27348 0.379 -0.119 -0.072 -1.2463
C -1.83031 2.31913 1.23092 0.022 -0.011 -0.047 -0.5353
C 12.12328 1.77594 1.56135 0.004 0.084 -0.211 -1.6175
C -7.90388 -0.42193 -0.94942 -0.047 -0.011 -0.029 0.4926
C -0.57440 2.45942 0.65614 -0.012 0.039 0.024 -0.4534
H 8.99319 -1.56299 3.12627 -0.124 0.189 0.117 0.4681
H 7.49739 -0.59153 3.23348 0.100 -0.006 -0.053 0.4151
C -12.64614 -3.30046 2.59572 -0.029 -0.040 0.010 -0.6082
C -1.53143 2.08854 -1.52553 0.029 -0.009 -0.047 -0.6942
H -6.05466 1.83025 -2.61498 0.019 0.012 0.017 0.3736
C -0.47696 9.04590 2.12190 0.024 -0.028 -0.009 0.2997
C -12.49937 -14.16781 -5.10709 0.004 -0.001 0.001 -0.6094
H 10.12597 6.02654 1.29272 0.099 -0.038 0.048 0.3125
C -11.49435 -3.89712 2.10156 -0.019 0.054 0.006 -0.2852
F 12.98570 6.19220 2.73637 -0.327 0.131 0.673 -0.2652
F -10.41884 -5.84477 -0.19668 0.080 -0.053 -0.016 -0.2916
C 8.39274 2.19176 -1.29560 0.046 0.136 0.111 -1.2998
H -0.31005 8.39976 4.14947 -0.013 0.007 -0.009 0.4202
H 7.93003 -1.39860 1.72400 0.113 0.017 0.056 0.3743
S 3.69960 3.33584 0.95394 -0.668 0.247 -0.203 1.3311
H 11.23185 4.80972 1.94856 -0.085 0.159 -0.017 0.3723
F 12.54690 5.72422 -0.68907 0.004 0.060 0.005 -0.3195
C 6.87624 1.97620 -1.32061 -0.148 0.063 -0.190 -1.1391
F 14.17620 7.08915 1.21435 0.684 0.888 -0.374 -0.2588
H -0.51667 9.54289 0.04632 -0.002 0.010 0.014 0.4179
H -7.86043 1.47692 -4.26682 0.000 0.003 0.000 0.3707
C 9.23914 1.32774 3.38844 -0.053 -0.176 0.099 -1.6945
C -12.68936 -1.92290 2.67820 0.030 -0.024 -0.026 0.4391
H 7.48533 1.44556 1.36859 0.060 -0.015 -0.127 -0.1653
O 2.73383 2.44038 1.53249 0.275 0.290 -0.216 -0.6369
H -9.52189 -3.58967 1.31805 -0.002 0.002 -0.007 0.4533
C -12.56732 -5.63142 -1.11568 -0.026 0.046 0.007 -0.2498
H -9.69370 -0.10571 -3.77202 -0.002 -0.008 -0.004 0.3508
N 10.49079 -0.10676 1.76338 0.190 0.709 0.522 0.5559
F 14.00256 4.96522 1.30667 0.245 -0.768 -0.108 -0.2406
H 9.98568 4.78835 -0.81573 0.226 -0.218 -0.087 0.5977
H -12.49434 -9.39121 -2.00405 -0.001 -0.020 -0.003 0.2877
H 10.12167 0.33246 -0.87732 0.139 0.087 0.012 0.5880
H 8.42878 3.89448 0.63726 0.077 -0.090 0.188 0.4248
H 12.81754 1.32468 2.27246 -0.175 0.027 0.026 0.4647
C -13.51122 -12.02028 -3.72675 0.007 -0.032 -0.029 0.6099
F -7.92438 -1.09708 0.22444 0.204 0.022 -0.082 -0.3179
C 9.38542 3.35961 0.69776 -0.142 0.114 0.000 -1.3681
C -10.48377 -1.73503 1.80189 -0.151 -0.040 0.084 -0.1085
C -2.94231 2.06397 0.44013 -0.036 0.000 0.032 -0.3661
C -0.10872 8.88497 0.80164 -0.005 0.014 -0.047 -0.4079
H 11.49000 2.49849 2.07556 0.068 -0.103 0.002 0.1461
C 8.40109 1.00017 0.96136 0.016 -0.115 -0.013 -3.3755
C -2.76509 1.95300 -0.92344 0.026 0.009 0.017 0.4421
H -9.64244 -1.13330 1.49539 -0.059 0.021 0.041 0.4842
C 0.89375 7.22211 2.79115 -0.004 0.011 -0.043 -0.4352
H 6.50897 3.14657 0.49671 0.037 -0.108 -0.082 0.2428
H 12.71469 2.32338 0.81947 -0.002 -0.051 0.107 0.4101
C 11.33432 0.68255 0.82420 0.231 -0.130 -0.281 1.9126
O 3.30656 4.59689 0.39201 0.268 -0.560 0.342 -0.6920
C -11.63257 -1.12494 2.29018 0.018 0.043 -0.012 -0.6665
H 4.83613 2.92735 2.69529 -0.126 0.113 0.003 0.3562
H 8.64223 2.22871 3.23438 0.104 -0.028 0.042 0.3070
C 9.13734 0.37504 2.16401 -0.356 -0.196 0.008 2.3356
C 1.28669 7.03515 1.47222 -0.028 0.021 0.034 -0.2914
H -14.48080 -14.39151 -5.89885 -0.008 -0.004 0.003 0.3523
F -1.34217 10.03275 2.44069 -0.003 0.004 0.000 -0.3218
H 1.97727 6.24480 1.21571 -0.024 0.026 -0.004 0.5457
C -13.62360 -7.57434 -2.07277 -0.017 -0.010 -0.009 -0.6499
H -12.10063 -15.01347 -5.65068 -0.001 -0.001 -0.001 0.3650
O 11.14244 -0.66130 2.71187 -0.056 -0.223 -0.246 -0.6456
H 8.09243 0.16864 0.31650 -0.018 0.070 0.120 0.8509
F -14.01023 -10.96269 -3.04890 -0.012 -0.023 -0.007 -0.2661
C -12.17836 -12.34164 -3.56977 0.031 0.024 0.025 -0.4068
H -10.63354 -13.69892 -4.15753 0.007 0.007 -0.001 0.3494
H 1.08514 7.72944 -0.54612 -0.007 -0.003 -0.006 0.3743